A cluster of 3 separate species, C20H32BF10O9S2 in total in a non-equilibrium geometry, computed with ωB97M-V with the def2-TZVPD basis set.

Frontier orbital gap ... 6.9 eV
HOMO level ... -4.844 eV
E_tot ... -3278.3426 hartree

The geometry in ORCA input format:
```
! RIJCOSX wB97M-V def2-TZVPD def2/J DEFGRID3
* xyz -1 1
C 0.00312 -0.59334 5.74889
C -0.81130 0.20660 4.60305
O -1.31681 -0.78081 3.67741
C -2.44641 -0.30862 2.93496
S -4.10583 -0.20689 3.76327
O -4.97946 -1.40845 3.57358
O -4.01884 0.03186 5.25973
C -5.10723 1.26066 3.10898
F -5.08491 1.21068 1.72315
F -6.38363 1.12165 3.65210
F -4.59229 2.45147 3.62605
O -2.02100 1.01125 2.51360
B -1.77924 1.09554 1.03299
C -0.23700 0.93254 0.47873
C 0.91301 1.23505 1.54959
C -2.24154 2.64928 0.64191
S -1.89341 3.68294 2.17728
C -1.88942 5.48378 1.64405
C -3.34310 6.08088 2.05839
O -2.59063 -0.01723 0.50650
C -2.32823 -1.04632 1.48559
C -3.14406 -2.38391 1.22234
C -2.58779 -3.27084 0.02730
F -2.83987 -4.68171 0.24282
H 0.83714 -1.20380 5.26337
H -0.68001 -1.21296 6.40360
H 0.53906 0.20907 6.36735
H -1.60506 0.80813 5.14088
H -0.07138 0.93911 4.15988
H -0.00821 1.58894 -0.43636
H -0.08103 -0.14751 0.10810
H 0.99972 0.38316 2.31453
H 0.77559 2.23605 2.09093
H 1.91658 1.21752 0.98795
H -1.58896 3.10610 -0.18097
H -3.33243 2.71549 0.32931
H -1.11774 6.02192 2.27772
H -1.70103 5.60599 0.53028
H -3.26041 7.15373 2.42920
H -3.75072 5.42753 2.90655
H -4.00419 5.96593 1.14324
H -1.24016 -1.41955 1.47794
H -3.14864 -2.98275 2.19024
H -4.24457 -2.16335 0.99204
H -3.07299 -2.93598 -0.95410
H -1.46338 -3.11162 -0.03930
C 6.39975 -2.56767 -0.26194
C 5.85455 -1.33148 0.42515
O 5.23212 -0.45560 -0.52580
C 3.96536 -0.76235 -0.86541
O 3.35736 -1.70087 -0.43270
C 3.41098 0.27375 -1.83883
F 4.28630 0.58857 -2.81689
F 3.10505 1.42584 -1.21992
F 2.29235 -0.14023 -2.45396
H 7.07372 -2.28844 -1.07576
H 6.94243 -3.19528 0.44752
H 5.59532 -3.15993 -0.70309
H 6.67460 -0.77024 0.87680
H 5.15994 -1.58967 1.22803
C 2.11952 -0.56172 -5.09932
C 1.87353 -0.45892 -6.59129
O 2.19371 -1.69770 -7.24730
C 1.24194 -2.64716 -7.21087
O 0.17719 -2.52033 -6.67282
C 1.69563 -3.88194 -7.98452
F 2.96769 -4.22632 -7.70643
F 1.63406 -3.68559 -9.31612
F 0.94319 -4.96114 -7.72079
H 3.14404 -0.88594 -4.90186
H 1.95350 0.39970 -4.61506
H 1.45790 -1.29899 -4.64047
H 2.53061 0.30002 -7.02024
H 0.84637 -0.15761 -6.81076
*
```